Computed, not measured: 2 unconnected molecules or ions with the total composition C6H11PS in a non-equilibrium geometry, with ωB97M-V/def2-TZVPD.

Positions of all 19 atoms, in Å:
C (-0.163, 1.464, -0.952)
C (0.277, 0.222, -0.788)
C (-1.215, 1.922, 0.010)
C (-1.604, 0.685, 0.894)
C (1.653, -0.912, -1.998)
C (-0.215, -1.647, 1.674)
P (-0.885, -0.851, 0.136)
S (-1.996, -1.900, -1.027)
H (0.280, 2.202, -1.574)
H (-0.799, 2.644, 0.589)
H (-2.111, 2.259, -0.555)
H (-0.983, 0.820, 1.763)
H (-2.700, 0.734, 1.140)
H (2.638, -0.550, -1.963)
H (1.302, -0.665, -3.000)
H (1.499, -1.716, -1.292)
H (0.369, -2.437, 1.312)
H (0.361, -1.006, 2.379)
H (-1.175, -2.068, 2.161)

- Total charge: 0
- Strongest force on any atom: 4.7 eV Å⁻¹
- Highest occupied orbital energy: -8.5 eV
- E: -26521.6059 eV
- Gap between HOMO and LUMO: 9.24 eV
- Energy above the lowest of the compared OMol25 structures with the same formula, charge and spin: 232.27 kJ/mol